ORCA calculation (the ωB97M-V functional and the def2-TZVPD basis) on 14 unconnected molecules or ions with the total composition C57H74BCl8N11O8 in a non-equilibrium geometry.

Structure (XYZ):
```
159
Properties=species:S:1:pos:R:3:forces:R:3
H -0.47046 -3.18833 0.56341 -0.649 0.300 -0.123
C -0.04950 3.05135 -3.02247 1.392 -2.533 0.487
H 0.18979 -1.85076 -1.31604 0.095 -0.002 0.776
H -1.60274 4.18959 2.02323 -0.117 -0.129 0.081
H 1.04532 -2.77534 0.97853 0.447 0.157 0.913
B 3.23910 -1.76811 3.74500 1.484 -1.303 -0.390
H 3.02251 -5.82158 3.28968 0.038 -0.182 -0.315
Cl 7.42501 -0.42346 1.72661 -0.066 0.428 -0.450
H 2.28287 1.73317 -0.16284 -0.103 -0.014 -0.249
H -0.75582 -4.71050 -0.89820 0.157 0.275 0.025
N -3.47612 5.65790 4.28912 0.501 -0.536 -1.595
Cl 7.18010 0.88787 -0.95814 0.731 -0.053 0.202
C 3.41181 4.79814 -2.47354 0.568 -2.036 1.468
H 3.04188 -5.49838 -2.49055 -0.213 -0.116 0.246
C 1.11146 6.47499 0.78308 -0.098 -0.662 0.914
C 1.94116 1.23270 0.74318 -1.142 0.097 -0.559
H -2.74892 5.12216 6.09357 0.595 -0.778 0.219
C 2.05017 -6.20097 3.56719 3.182 0.232 -3.319
H -1.93416 -0.08987 -3.40610 0.130 0.071 -0.236
C 0.71849 6.17890 2.09405 -1.783 1.470 -0.350
H 0.58581 2.19142 -2.86978 0.287 0.026 0.071
H -4.11020 6.38714 4.58281 0.220 -0.398 0.088
H 0.42409 1.75284 2.27370 0.385 0.158 0.234
C -1.77581 -0.88927 -1.43964 0.995 -0.647 0.095
H 1.76994 -5.25440 5.54866 0.448 -0.044 -0.227
C -3.39242 -1.64539 -3.25552 0.303 -0.348 0.241
H -1.26325 -3.58356 3.01400 -0.264 0.854 -0.383
H -3.52920 3.29770 -1.48300 -0.288 0.001 -0.177
C -0.25017 -3.58146 2.61179 0.026 -0.194 0.534
Cl -5.41157 -5.86010 1.07553 -0.583 0.161 0.336
H 3.31904 1.30908 -3.50857 0.500 -0.311 0.301
C 2.25249 0.05373 4.55000 -0.763 4.613 1.950
H 0.79447 7.10068 -0.03815 -0.508 0.153 0.437
N 0.02760 -0.30913 0.34039 1.406 -1.192 -1.305
H -2.24490 0.02704 -1.08126 -0.072 0.186 -0.239
C 2.52506 5.04853 1.74334 1.196 -0.499 -0.547
Cl -2.69555 -6.42600 0.62346 0.606 -0.594 -0.262
C 1.56552 -1.17290 -4.48182 -1.548 -0.566 -0.111
H -2.33554 4.91786 -4.28542 -0.263 -0.406 -0.135
C 5.23758 -2.86766 3.46069 3.579 -3.132 -1.103
H 1.45267 -6.45161 -4.12417 -0.110 -0.123 0.113
H 4.40363 3.16653 -1.31986 -0.059 -0.054 -0.090
C 0.04013 -5.02195 -1.55840 0.235 1.494 1.429
H 1.91862 -0.81484 1.33594 -0.509 -0.258 -0.159
H -0.71384 -7.65877 3.19861 0.154 0.145 0.326
C -2.48087 -0.46360 -8.25070 0.509 0.062 0.265
C -4.92748 1.19835 0.70481 1.891 0.889 -0.131
C -0.12491 4.11507 -2.17148 0.812 -1.129 1.209
H -0.62386 1.66231 -0.45752 -0.048 -0.823 -0.560
H -2.23199 -1.68711 -0.85359 -0.203 -0.280 -0.156
C 1.57897 -0.27231 0.45366 0.339 1.838 1.153
C 5.16084 5.19905 -1.03879 -1.501 2.197 0.347
C 1.10722 -6.03427 -3.18988 -0.003 0.710 -0.724
C 2.92344 0.30696 -3.58386 0.591 -0.445 0.496
C -0.16951 -5.63265 -2.78207 1.593 -0.818 -0.602
H -1.12682 -5.63099 -3.28201 0.212 -0.671 -0.136
H 4.70172 7.42774 -1.23516 0.540 -0.096 -0.057
H 0.79905 -1.51746 -5.16020 0.120 -0.061 -0.022
N -4.02288 -1.12947 -6.82229 0.262 -2.662 0.024
N 2.07615 0.06771 -4.61071 -0.247 0.161 -0.275
O 3.16071 -2.47411 2.43328 0.010 -0.090 0.650
H -4.56120 0.65494 -5.92506 -0.004 0.283 -0.269
H -0.88318 -1.41689 5.25371 0.072 0.341 0.181
H -2.98743 -2.61938 -7.91699 0.088 0.140 -0.145
C -3.06187 -1.56251 -7.70744 -1.001 -0.795 -0.193
H -3.23614 2.57889 1.08109 -0.328 0.151 0.172
C -0.42728 -1.21668 1.47165 -0.558 0.228 -0.200
H 1.54193 5.01047 3.77066 0.163 -0.307 -0.281
C -4.15274 2.57832 -0.97299 -1.683 -0.995 1.033
H -1.12938 3.43252 4.67253 0.159 0.091 -0.302
H 0.22556 -0.15637 -1.73873 0.166 -0.006 -0.065
Cl -4.22377 -4.92394 -1.35579 0.198 -0.109 0.299
O 1.93231 1.25421 4.72305 0.616 -3.949 -0.624
Cl 4.94762 -0.19130 0.26256 -1.131 0.080 0.646
N -1.65211 -0.97488 4.77052 -0.832 -1.831 -0.563
C 1.47264 -5.89123 4.72862 -2.596 0.752 3.407
H 5.95004 5.10585 -0.30745 -0.117 0.060 -0.100
H -0.59288 -6.47021 5.42019 0.228 0.027 0.119
N 2.05336 -5.53963 -2.28757 -0.790 -1.042 -2.388
H -0.89249 0.93275 4.60233 -0.109 0.307 -0.321
H -4.13874 -0.90603 -2.96494 -0.181 -0.056 -0.196
C 1.23041 -6.96091 2.78686 -0.734 -0.612 0.121
C -0.26521 -0.88547 -1.09402 -1.251 1.656 0.163
C -2.76703 -1.66937 4.34059 -0.730 0.880 0.496
H 1.24921 -7.29504 1.76001 0.386 -0.073 0.175
H -2.67801 1.66560 -7.66840 -0.182 0.006 0.094
Cl -3.37782 -3.75724 1.15991 -0.440 0.311 0.067
H 0.24175 4.32583 -1.17773 0.629 -0.187 -0.188
C 4.57546 6.38942 -1.50418 1.262 1.070 0.139
C -3.18640 5.35905 2.97743 0.139 0.925 -0.649
C -5.24507 1.80954 -1.45495 2.512 0.153 0.556
H 2.86175 5.85154 -0.21103 0.018 -0.291 0.206
C 1.59075 5.29356 2.72955 0.845 0.359 -1.730
C 2.98363 -0.88288 -2.83293 0.796 2.328 1.492
C 2.02723 -1.73328 -3.30885 -1.027 -1.299 -2.214
H -1.22932 -1.68030 -3.47198 0.123 -0.201 0.370
O 4.61491 -2.06181 4.23847 -0.331 0.724 0.831
H -1.51184 -1.10998 1.45061 -0.152 -0.338 0.322
H 2.60539 4.44405 -3.09861 0.201 -0.503 0.204
N 2.22285 5.72198 0.56040 0.272 -0.581 1.844
C -2.97924 0.64096 -7.50782 0.119 1.112 -1.286
H -4.57052 -0.98583 3.25602 -0.004 -0.040 0.168
C -2.10858 4.50469 2.92393 -1.036 -0.202 -0.249
H 1.98820 -4.40950 -0.56071 -0.285 -0.046 0.269
H -3.17131 1.37009 3.11433 -0.021 -0.002 0.069
N -1.11776 4.85247 -2.62153 -1.371 1.622 -0.702
C 0.03910 -2.69175 1.38916 -0.739 -0.088 -0.793
H 1.66455 -2.69043 -2.96431 0.413 -0.094 0.166
H -1.81543 -0.46772 -9.10133 0.179 0.127 0.290
H 1.80185 0.72844 -5.32365 0.178 -0.145 0.188
H -3.56807 -2.54837 -2.67081 0.011 0.043 0.203
H 2.96705 6.75358 -2.86575 0.459 0.189 0.161
H 0.61861 2.97624 1.02341 -0.275 -0.062 -0.106
C -1.83606 4.13722 4.25971 0.942 -0.070 0.498
C -3.94237 -5.23745 0.38539 0.167 0.232 -0.414
H -1.43288 1.23311 1.02463 -0.005 -0.737 -0.024
H 2.74474 1.38067 1.46461 -0.219 -0.365 0.181
O 2.30076 -2.19128 4.79157 0.155 -2.038 0.055
C 0.58025 1.90221 1.20534 2.035 -0.762 0.966
H -0.07525 -0.67879 2.35190 -0.018 -0.307 0.250
C 0.23183 -6.47040 4.72288 -1.027 -1.111 -0.212
C -2.84968 0.43779 3.55454 -0.564 0.375 1.117
O 3.06558 -0.36726 3.62806 -0.104 0.882 -1.068
C -2.61787 4.91304 5.04213 -1.429 1.094 1.883
H -6.30817 0.25212 -0.59325 0.149 0.089 0.333
C -0.48232 1.15525 0.49692 -0.267 -0.124 -0.655
O 0.97438 -1.09501 6.31056 2.406 -0.839 -1.862
H -4.49575 -1.77068 -6.20152 -0.105 0.363 -0.190
C 1.40547 -4.88017 -1.33870 -0.763 0.442 1.844
C -1.63214 4.29944 -3.74767 -1.588 0.686 -1.270
H 3.52814 -1.07412 -1.92005 0.284 0.348 -0.182
C -1.70118 0.28284 4.30230 0.443 0.611 -0.203
H 0.37263 -3.42295 3.49218 0.338 0.173 -0.241
C -3.63202 -0.75290 3.73704 1.849 -0.703 -1.009
H -0.14589 6.53710 2.63342 -0.153 0.336 -0.415
O 6.36326 -3.40588 3.59984 -3.675 2.073 -0.303
H -1.41968 5.71255 -2.18655 -0.080 -0.169 -0.312
C -3.98439 0.19000 -6.71087 0.147 1.397 1.394
C 4.28889 -3.17042 2.24200 1.024 -1.521 -1.857
H -3.70771 5.86613 2.17898 0.052 -0.081 0.001
C 1.83650 -1.17909 5.41921 -3.587 2.563 1.040
H -3.50676 -1.97120 -4.28940 -0.027 0.407 -0.080
H -2.89237 -2.72390 4.53723 -0.017 0.154 0.186
C -4.02314 2.22488 0.43170 -0.204 -0.565 -1.363
N 0.11664 -7.20869 3.55616 -0.061 0.918 -0.133
C -1.99709 -1.08843 -2.97365 -0.416 0.539 0.712
H 2.07568 -0.72528 -0.40435 -0.438 0.298 -0.125
N 3.60581 6.11199 -2.41802 -0.115 0.731 0.439
Cl 6.92887 -2.01247 -0.59762 0.241 0.267 -0.125
H -5.65754 1.66694 -2.44285 0.016 0.220 0.090
H -4.94489 0.62608 1.62056 -0.517 -0.134 -0.280
C 4.30467 4.22503 -1.51001 -1.126 -1.627 -2.682
C 6.66263 -0.40820 0.12669 0.215 -0.704 -0.185
H -1.21879 2.35439 -4.80174 -0.039 0.314 -0.025
C -1.02954 3.09006 -4.03404 0.224 1.668 0.996
H -0.18570 -4.64222 2.36947 0.656 -0.001 -0.354
O 4.54732 -3.90234 1.28151 -0.989 2.008 2.385
N -5.55184 0.90897 -0.46430 -1.459 0.161 -0.338
H 3.44568 4.48507 1.78050 -0.068 -0.099 0.004
```
Forces are in eV/Å.

Results
* spin multiplicity: 1
* LUMO level: -0.10 eV
* molar mass: 1335.7 g mol⁻¹
* HOMO level: -0.2927 Eh